[1]
Formula: C6H11NO2
Source: the Open Molecules 2025 dataset
Level of theory: ωB97M-V with the def2-TZVPD basis set

Results
Energy relative to the best compared isomer or geometry (same formula, charge and spin) ... 484.1 kJ/mol
HOMO level ... -7.405 eV

Last column: natural (NBO) charge in e.
CARTESIAN COORDINATES (ANGSTROEM)
C (-0.10, 0.65, -0.50)  -0.28
C (1.81, 0.96, -1.15)  -0.06
C (-0.94, 0.20, -1.67)  -0.62
C (-1.67, -0.31, 1.31)  0.64
C (0.27, -0.23, 0.51)  0.07
N (-2.14, -1.57, 1.52)  -0.86
C (1.13, -0.87, 1.26)  -0.47
O (2.39, 1.91, -0.31)  -0.71
O (-2.22, 0.68, 1.75)  -0.63
H (2.98, 1.46, 0.31)  0.47
H (-0.30, 1.66, -0.14)  0.26
H (-2.99, -1.71, 2.07)  0.39
H (-1.74, -2.36, 1.05)  0.40
H (2.37, 0.03, -1.23)  0.16
H (1.62, 1.39, -2.12)  0.17
H (-2.00, 0.35, -1.45)  0.22
H (-0.76, -0.84, -1.92)  0.21
H (-0.72, 0.82, -2.55)  0.22
H (0.80, -1.43, 2.13)  0.23
H (2.20, -0.78, 1.13)  0.19



[2]
Formula: C17H39N4O4P2
Source: the Open Molecules 2025 dataset
Level of theory: ωB97M-V with the def2-TZVPD basis set

Results
Total charge ... +1
Energy relative to the best compared isomer or geometry (same formula, charge and spin) ... 0.0 kJ/mol
HOMO level ... -11.804 eV

Last column: natural (NBO) charge in e.
CARTESIAN COORDINATES (ANGSTROEM)
C (-2.12, 1.25, 1.02)  -0.61
C (-2.28, 0.54, -0.32)  -0.43
C (-1.14, 0.61, -1.35)  -0.22
N (-0.05, -0.43, -1.35)  -0.44
C (0.95, -0.47, -0.16)  0.36
N (2.24, -0.71, -0.76)  -0.84
C (1.10, 0.89, 0.55)  -0.45
C (1.63, 0.81, 1.98)  -0.40
C (1.55, 2.18, 2.66)  -0.53
C (2.74, 2.42, 3.59)  0.81
O (3.47, 1.53, 3.91)  -0.57
O (2.93, 3.65, 4.09)  -0.50
C (2.14, 4.78, 3.67)  -0.07
C (2.69, 6.00, 4.40)  -0.63
C (0.30, -1.58, 0.72)  -0.67
P (1.32, -2.64, 1.85)  2.23
N (0.80, -2.77, 3.28)  -1.31
O (2.82, -2.08, 1.67)  -1.01
O (1.45, -4.08, 1.15)  -0.98
C (-0.67, -2.41, -0.18)  -0.46
C (-0.47, -1.92, -1.60)  0.05
N (0.68, -2.55, -2.24)  -0.85
P (-1.83, -2.40, -2.80)  0.82
C (-3.47, -1.69, -2.40)  -0.72
C (-4.50, -2.27, -3.38)  -0.61
C (-1.34, -1.80, -4.48)  -0.72
C (-0.80, -0.40, -4.76)  -0.62
H (-3.09, 1.35, 1.50)  0.24
H (-1.72, 2.26, 0.90)  0.21
H (-1.48, 0.72, 1.73)  0.20
H (-3.13, 1.00, -0.82)  0.24
H (-2.57, -0.49, -0.15)  0.21
H (-0.64, 1.58, -1.28)  0.23
H (-1.55, 0.55, -2.34)  0.23
H (0.54, -0.21, -2.16)  0.47
H (2.97, -0.33, -0.16)  0.39
H (2.49, -1.68, -0.90)  0.36
H (0.17, 1.44, 0.55)  0.23
H (1.80, 1.48, -0.04)  0.23
H (2.68, 0.52, 1.97)  0.24
H (1.09, 0.08, 2.57)  0.21
H (1.46, 2.98, 1.93)  0.22
H (0.65, 2.24, 3.29)  0.24
H (2.24, 4.90, 2.59)  0.17
H (1.09, 4.61, 3.92)  0.18
H (1.89, 6.70, 4.64)  0.22
H (3.16, 5.69, 5.33)  0.24
H (3.44, 6.52, 3.80)  0.22
H (-0.34, -1.09, 1.45)  0.27
H (-0.03, -2.27, 3.55)  0.40
H (3.39, -2.43, 2.37)  0.53
H (2.17, -4.16, 0.51)  0.50
H (-0.50, -3.48, -0.12)  0.27
H (-1.69, -2.26, 0.18)  0.23
H (0.36, -3.32, -2.81)  0.40
H (1.31, -2.95, -1.55)  0.35
H (-3.72, -1.97, -1.37)  0.24
H (-3.51, -0.60, -2.46)  0.21
H (-4.36, -1.85, -4.37)  0.21
H (-5.51, -2.00, -3.06)  0.23
H (-4.42, -3.35, -3.46)  0.22
H (-2.22, -1.99, -5.09)  0.25
H (-0.60, -2.53, -4.80)  0.24
H (0.17, -0.24, -4.28)  0.20
H (-1.50, 0.39, -4.47)  0.20
H (-0.64, -0.27, -5.83)  0.24



[3]
Formula: C4H12NS2
Source: the Open Molecules 2025 dataset
Level of theory: ωB97M-V with the def2-TZVPD basis set

Results
Total charge ... +1
Energy relative to the best compared isomer or geometry (same formula, charge and spin) ... 300.9 kJ/mol
HOMO level (alpha / beta) ... -12.350 / -13.172 eV

Last column: natural (NBO) charge in e.
CARTESIAN COORDINATES (ANGSTROEM)
C (-1.84, 0.71, 0.89)  -0.61
C (0.00, -1.63, -1.19)  -0.43
C (-0.38, 0.30, 1.08)  -0.52
C (0.45, 0.60, -0.12)  0.07
N (0.20, -0.17, -1.35)  -0.57
S (1.02, 2.20, -0.47)  0.18
S (2.88, -1.01, 0.37)  -0.23
H (-1.92, 1.76, 0.61)  0.22
H (-2.34, 0.11, 0.13)  0.20
H (-2.38, 0.57, 1.82)  0.25
H (-0.08, -2.09, -2.17)  0.25
H (0.86, -2.05, -0.66)  0.26
H (-0.90, -1.83, -0.62)  0.24
H (0.03, 0.84, 1.93)  0.25
H (-0.32, -0.76, 1.31)  0.25
H (-0.62, 0.22, -1.84)  0.44
H (1.02, -0.02, -1.96)  0.45
H (0.97, 2.66, 0.78)  0.17
H (3.34, -0.44, 1.47)  0.13



[4]
Formula: C6H4B4FIO13P
Source: the Open Molecules 2025 dataset
Level of theory: ωB97M-V with the def2-TZVPD basis set

Results
Total charge ... -1
HOMO level ... -6.949 eV

Last column: natural (NBO) charge in e.
CARTESIAN COORDINATES (ANGSTROEM)
O (-2.82, -0.60, -0.03)  -0.51
C (-2.01, 0.12, 0.43)  0.90
F (-0.86, -0.38, 0.94)  -0.34
C (-2.09, 1.62, 0.58)  -0.92
B (-0.80, 2.36, 1.09)  1.20
O (0.47, 2.08, 0.65)  -0.88
B (1.44, 1.97, 1.64)  1.00
O (1.31, 2.80, 2.75)  -0.91
B (0.00, 3.02, 3.11)  0.81
P (-0.70, 2.74, 4.92)  0.69
O (0.64, 3.11, 5.82)  -0.99
I (-0.49, 0.33, 4.59)  -0.13
O (-0.91, 3.33, 2.10)  -0.91
H (-2.89, 1.79, 1.31)  0.27
H (-2.45, 2.02, -0.37)  0.28
H (2.31, 1.17, 1.57)  -0.06
H (1.23, 2.36, 5.94)  0.50
B (0.66, -2.30, -2.85)  1.15
O (1.35, -2.96, -3.97)  -0.65
C (0.59, -2.93, -5.05)  0.68
O (0.86, -3.39, -6.12)  -0.56
C (-0.73, -2.20, -4.67)  0.68
O (-1.65, -1.99, -5.41)  -0.56
O (-0.64, -1.86, -3.40)  -0.65
O (0.49, -3.21, -1.70)  -0.65
C (1.08, -2.70, -0.63)  0.68
O (1.13, -3.18, 0.46)  -0.56
C (1.71, -1.34, -1.05)  0.68
O (2.32, -0.60, -0.33)  -0.58
O (1.43, -1.15, -2.33)  -0.65



[5]
Formula: C47H43BrCl2FNO33P2S2
Source: the Open Molecules 2025 dataset
Level of theory: ωB97M-V with the def2-TZVPD basis set

Results
HOMO level ... -8.587 eV

Last column: Mulliken charge in e.
CARTESIAN COORDINATES (ANGSTROEM)
C (-1.88, -0.60, -3.00)  -1.68
C (-1.14, -1.17, -1.79)  0.54
F (-2.15, -1.44, -0.88)  -0.42
C (-0.23, -2.42, -2.02)  1.62
C (-1.10, -3.71, -1.78)  -1.13
C (-1.27, -4.23, -0.35)  -0.60
O (-2.04, -3.85, 0.45)  -0.42
Br (-0.16, -5.78, 0.18)  -0.18
C (0.92, -2.26, -0.99)  -0.66
Cl (0.43, -1.83, 0.65)  -0.12
O (1.76, -3.40, -0.89)  -0.46
S (2.23, -4.04, -2.27)  1.55
O (1.65, -5.32, -2.56)  -0.45
O (3.66, -4.16, -2.14)  -0.83
C (1.88, -2.89, -3.61)  0.45
C (2.38, -3.67, -4.86)  -1.62
C (2.70, -2.94, -6.21)  -1.35
C (2.07, -1.57, -6.53)  -0.34
S (3.21, -0.31, -7.07)  1.23
O (4.48, -0.35, -6.40)  -0.58
O (3.32, -0.49, -8.49)  -0.71
O (2.46, 1.08, -6.88)  -0.46
P (3.25, -1.54, -3.19)  0.11
N (2.73, -0.05, -3.88)  -0.06
O (4.61, -1.91, -3.96)  -0.45
C (0.40, -2.40, -3.48)  0.21
P (-0.96, -3.19, -4.56)  0.10
O (-0.45, -4.72, -4.85)  -0.50
Cl (-0.94, -2.29, -6.43)  -0.24
H (-2.54, -1.33, -3.47)  0.38
H (-1.22, -0.12, -3.72)  0.24
H (-2.54, 0.17, -2.62)  0.51
H (-0.50, -0.36, -1.43)  0.35
H (-2.11, -3.50, -2.10)  0.59
H (-0.69, -4.58, -2.30)  1.12
H (1.47, -1.37, -1.30)  0.55
H (1.82, -4.57, -5.11)  0.54
H (3.33, -4.10, -4.54)  0.61
H (2.42, -3.61, -7.02)  0.32
H (3.78, -2.84, -6.30)  0.61
H (1.40, -1.21, -5.77)  -0.22
H (1.44, -1.69, -7.40)  0.66
H (2.67, 1.40, -5.99)  0.31
H (3.54, 0.53, -4.09)  0.42
H (2.12, 0.42, -3.22)  -0.14
H (4.90, -2.80, -3.69)  0.47
H (0.42, -1.35, -3.79)  -0.30
H (0.17, -5.03, -4.17)  0.34
C (4.74, -10.10, -4.40)  -1.07
C (3.67, -10.86, -4.69)  0.28
C (2.27, -10.35, -4.50)  0.94
O (1.35, -11.09, -4.81)  -0.62
C (2.08, -9.01, -3.97)  -0.66
C (3.15, -8.26, -3.68)  -0.16
C (4.56, -8.75, -3.89)  1.01
O (5.47, -8.00, -3.62)  -0.63
O (3.04, -7.03, -3.19)  -0.07
O (3.77, -12.10, -5.15)  -0.57
H (5.75, -10.45, -4.53)  0.44
H (1.07, -8.67, -3.83)  0.50
H (3.96, -6.71, -3.07)  0.30
H (2.85, -12.41, -5.28)  0.37
C (0.43, 5.51, -2.70)  -0.48
C (0.49, 4.33, -2.08)  -0.20
C (0.48, 3.03, -2.84)  1.07
O (0.56, 2.00, -2.20)  -0.50
C (0.38, 3.08, -4.29)  -1.19
C (0.32, 4.27, -4.91)  0.21
C (0.36, 5.57, -4.15)  0.99
O (0.31, 6.60, -4.79)  -0.64
O (0.23, 4.38, -6.23)  -0.58
O (0.56, 4.20, -0.76)  -0.54
H (0.44, 6.45, -2.16)  0.50
H (0.36, 2.14, -4.83)  0.72
H (0.20, 5.34, -6.41)  0.36
H (0.60, 3.24, -0.57)  0.24
C (-5.65, 5.46, -0.12)  -1.05
C (-4.95, 5.57, -1.25)  0.24
C (-3.45, 5.46, -1.26)  1.17
O (-2.87, 5.55, -2.34)  -0.61
C (-2.76, 5.27, 0.00)  -0.80
C (-3.46, 5.17, 1.14)  0.12
C (-4.97, 5.25, 1.15)  0.90
O (-5.54, 5.13, 2.21)  -0.58
O (-2.88, 5.00, 2.31)  -0.47
O (-5.51, 5.76, -2.44)  -0.59
H (-6.73, 5.53, -0.10)  0.43
H (-1.68, 5.21, -0.02)  0.59
H (-3.57, 4.95, 3.00)  0.35
H (-4.78, 5.80, -3.09)  0.36
C (-1.66, 2.30, 6.64)  -0.96
C (-2.10, 3.20, 5.76)  0.26
C (-3.56, 3.56, 5.66)  1.11
O (-3.91, 4.40, 4.85)  -0.68
C (-4.50, 2.88, 6.54)  -1.02
C (-4.05, 1.98, 7.42)  0.32
C (-2.59, 1.64, 7.54)  1.04
O (-2.26, 0.82, 8.37)  -0.58
O (-4.86, 1.33, 8.25)  -0.55
O (-1.29, 3.83, 4.91)  -0.56
H (-0.61, 2.04, 6.72)  0.46
H (-5.54, 3.14, 6.45)  0.47
H (-4.29, 0.75, 8.79)  0.32
H (-1.84, 4.42, 4.38)  0.33
C (6.46, 3.55, 0.17)  -0.94
C (5.39, 2.79, -0.08)  0.29
C (3.99, 3.30, 0.16)  1.06
O (3.06, 2.56, -0.11)  -0.51
C (3.82, 4.64, 0.69)  -1.24
C (4.90, 5.40, 0.94)  0.48
C (6.30, 4.90, 0.68)  1.01
O (7.22, 5.65, 0.92)  -0.61
O (4.82, 6.63, 1.43)  -0.58
O (5.47, 1.55, -0.55)  -0.57
H (7.47, 3.20, 0.00)  0.45
H (2.81, 4.98, 0.87)  0.55
H (5.73, 6.95, 1.52)  0.36
H (4.55, 1.23, -0.63)  0.27
C (-6.83, 0.95, 13.27)  -0.94
C (-6.16, 1.09, 12.11)  0.32
C (-4.66, 1.01, 12.05)  0.94
O (-4.12, 1.12, 10.97)  -0.48
C (-3.92, 0.81, 13.29)  -1.05
C (-4.59, 0.68, 14.44)  0.37
C (-6.10, 0.73, 14.50)  1.01
O (-6.63, 0.58, 15.59)  -0.62
O (-3.98, 0.49, 15.61)  -0.57
O (-6.77, 1.30, 10.95)  -0.56
H (-7.90, 1.00, 13.32)  0.43
H (-2.85, 0.78, 13.23)  0.44
H (-4.70, 0.43, 16.28)  0.36
H (-6.07, 1.36, 10.27)  0.32



[6]
Formula: C3H5N3
Source: the Open Molecules 2025 dataset
Level of theory: ωB97M-V with the def2-TZVPD basis set

Results
Energy relative to the best compared isomer or geometry (same formula, charge and spin) ... 511.7 kJ/mol
HOMO level ... -9.480 eV

Last column: natural (NBO) charge in e.
CARTESIAN COORDINATES (ANGSTROEM)
H (1.08, 1.79, 0.06)  0.35
N (0.00, 1.91, -0.05)  -0.62
C (-0.24, 0.65, 0.01)  0.36
C (-1.65, 0.07, 0.04)  -0.08
C (-2.86, -0.20, -0.13)  -0.21
N (0.47, -0.48, 0.11)  -0.49
N (1.96, -0.20, -0.23)  -0.68
H (-3.81, -0.70, -0.36)  0.25
H (0.33, -1.32, 0.60)  0.41
H (2.24, -0.39, 0.76)  0.35
H (2.49, -1.12, -0.82)  0.37



[7]
Formula: C15H31N6O3
Source: the Open Molecules 2025 dataset
Level of theory: ωB97M-V with the def2-TZVPD basis set

Results
Total charge ... +1
Energy relative to the best compared isomer or geometry (same formula, charge and spin) ... 16.5 kJ/mol
HOMO level ... -12.052 eV

Last column: natural (NBO) charge in e.
CARTESIAN COORDINATES (ANGSTROEM)
C (-5.14, -1.63, -2.31)  -0.42
N (-3.92, -1.18, -1.61)  -0.61
C (-3.81, -0.88, -0.31)  0.67
O (-4.78, -0.84, 0.41)  -0.62
C (-2.42, -0.36, 0.20)  -0.15
C (-2.16, -0.83, 1.67)  -0.41
C (-2.70, 0.12, 2.74)  -0.41
C (-2.33, 1.59, 2.60)  -0.23
N (-0.93, 1.79, 2.26)  -0.57
C (-0.10, 2.69, 2.69)  0.67
N (-0.39, 3.56, 3.61)  -0.76
N (1.11, 2.61, 2.24)  -0.76
N (-1.26, -0.73, -0.62)  -0.61
C (-0.26, 0.07, -0.97)  0.70
O (-0.39, 1.27, -0.81)  -0.64
C (1.07, -0.60, -1.42)  -0.14
C (2.22, 0.35, -1.83)  -0.39
C (3.54, -0.27, -2.41)  -0.21
C (3.30, -0.76, -3.82)  -0.61
C (4.62, 0.81, -2.37)  -0.60
N (1.60, -1.54, -0.43)  -0.61
C (1.79, -1.24, 0.85)  0.71
C (2.65, -2.23, 1.66)  -0.70
O (1.41, -0.19, 1.36)  -0.72
H (-4.81, -2.26, -3.17)  0.21
H (-5.69, -0.74, -2.67)  0.21
H (-5.78, -2.19, -1.60)  0.24
H (-3.07, -1.04, -2.19)  0.40
H (-2.51, 0.70, 0.21)  0.24
H (-2.60, -1.83, 1.85)  0.24
H (-1.08, -0.93, 1.82)  0.22
H (-2.30, -0.27, 3.65)  0.21
H (-3.79, 0.08, 2.73)  0.25
H (-2.63, 2.07, 3.53)  0.21
H (-2.93, 2.04, 1.78)  0.21
H (-0.55, 1.22, 1.50)  0.45
H (0.30, 4.23, 3.95)  0.43
H (-1.31, 3.53, 3.99)  0.42
H (1.38, 1.77, 1.76)  0.45
H (1.84, 3.22, 2.52)  0.41
H (-1.12, -1.70, -0.74)  0.40
H (0.83, -1.13, -2.33)  0.22
H (1.79, 1.10, -2.50)  0.23
H (2.46, 0.88, -0.91)  0.21
H (3.84, -1.16, -1.83)  0.19
H (2.54, -1.54, -3.89)  0.20
H (3.02, 0.06, -4.45)  0.21
H (4.22, -1.16, -4.24)  0.22
H (4.73, 1.14, -1.32)  0.21
H (4.33, 1.67, -3.00)  0.22
H (5.58, 0.35, -2.61)  0.22
H (2.03, -2.41, -0.76)  0.42
H (3.67, -2.04, 1.34)  0.24
H (2.61, -2.03, 2.71)  0.25
H (2.28, -3.23, 1.51)  0.23



[8]
Formula: C6H15NO
Source: the Open Molecules 2025 dataset
Level of theory: ωB97M-V with the def2-TZVPD basis set

Results
Energy relative to the best compared isomer or geometry (same formula, charge and spin) ... 566.5 kJ/mol
HOMO level (alpha / beta) ... -5.949 / -5.880 eV

Last column: natural (NBO) charge in e.
CARTESIAN COORDINATES (ANGSTROEM)
C (0.38, -0.23, -0.15)  0.07
C (-1.09, -1.47, 1.78)  -0.17
C (-0.97, -0.53, -0.22)  -0.36
C (-0.09, 0.94, -2.07)  -0.21
C (0.86, 0.82, 0.81)  -0.66
C (1.41, -1.28, -0.49)  -0.66
N (-0.21, 2.34, -1.88)  -0.82
O (-1.72, -0.48, 2.57)  -0.73
H (-1.07, -0.14, 3.19)  0.46
H (0.55, 2.75, -1.35)  0.36
H (-1.10, 2.61, -1.47)  0.36
H (-1.80, -2.26, 1.54)  0.16
H (-0.19, -1.86, 2.25)  0.15
H (-1.69, 0.25, 0.03)  0.21
H (-1.30, -1.33, -0.87)  0.21
H (-0.92, 0.54, -2.64)  0.18
H (0.86, 0.67, -2.53)  0.17
H (1.00, -2.05, -1.15)  0.22
H (2.28, -0.82, -0.98)  0.21
H (0.06, 1.51, 1.10)  0.22
H (1.29, 0.38, 1.72)  0.21
H (1.67, 1.41, 0.36)  0.21
H (1.78, -1.78, 0.42)  0.21



The records above give, respectively, DFT total energy values of -11981.2509 -50984.9955 -27493.8637 -55733.2683 -256543.4021 -7657.1520 -31138.0808 -9997.8861 eV.